# 1
{"formula": "C12H19N2", "method": "ωB97M-V/def2-TZVPD", "total_energy_ev": -15722.627, "orbital_gap_ev": 6.58, "charge": 1, "relative_energy_ev": 4.542, "multiplicity": 1, "lumo_ev": -3.1, "homo_ha": -0.355, "elements": ["C", "C", "C", "C", "C", "C", "C", "C", "C", "C", "C", "C", "N", "N", "H", "H", "H", "H", "H", "H", "H", "H", "H", "H", "H", "H", "H", "H", "H", "H", "H", "H", "H"], "coordinates": [[-3.35310, 1.02793, -0.71421], [-3.26423, -0.34145, -0.80060], [-2.26273, 1.78923, -0.50301], [-2.05558, -0.98346, -0.85736], [-0.90600, 1.22237, -0.30881], [-0.89664, -0.21547, -0.57322], [0.14684, 2.05994, 0.20156], [0.60093, -1.91443, 0.11217], [1.34008, 1.53283, 0.92899], [1.88493, -2.74875, -0.01487], [-0.22741, -2.13466, 1.36724], [1.23295, -0.53164, -1.75889], [0.37034, -0.90787, -0.62276], [-0.33630, 3.40878, 0.70096], [-4.34489, 1.49325, -0.81827], [-4.21961, -0.73651, -0.86045], [-2.38531, 2.90007, -0.45421], [-2.00145, -2.06854, -0.86356], [2.04923, 1.21679, 0.31510], [1.12691, 0.73683, 1.74263], [1.74527, 2.29949, 1.69407], [2.83856, -2.27360, 0.10116], [1.81532, -3.42253, -0.92025], [1.82709, -3.49932, 0.88691], [0.36915, -1.88649, 2.21773], [-0.39106, -3.18851, 1.44834], [-1.20378, -1.53230, 1.25950], [1.30807, -1.25836, -2.56455], [0.80118, 0.35314, -2.17334], [2.16893, -0.13397, -1.51061], [-1.36747, 3.34913, 0.95834], [-0.09893, 4.21000, 0.06807], [0.26312, 3.72361, 1.51410]]}

***

# 2
{"formula": "C42H45N2Si", "method": "ωB97M-V/def2-TZVPD", "total_energy_ev": -55136.222, "orbital_gap_ev": 4.98, "charge": 1, "multiplicity": 1, "lumo_ev": -4.7, "homo_ha": -0.357, "elements": ["C", "C", "C", "C", "Si", "C", "C", "C", "C", "C", "C", "C", "C", "C", "C", "C", "C", "C", "C", "C", "C", "N", "C", "C", "H", "H", "H", "H", "H", "H", "H", "H", "H", "H", "H", "H", "H", "H", "H", "H", "H", "H", "H", "H", "H", "H", "H", "C", "C", "C", "C", "C", "N", "C", "C", "C", "C", "C", "C", "C", "C", "C", "C", "C", "C", "C", "C", "C", "H", "H", "H", "H", "H", "H", "H", "H", "H", "H", "H", "H", "H", "H", "H", "H", "H", "H", "H", "H", "H", "H"], "coordinates": [[-0.36462, 1.68448, -4.61984], [0.29506, 2.91762, -4.69644], [0.96878, 3.43981, -3.58099], [1.01374, 2.70864, -2.38025], [1.85593, 3.29066, -0.82782], [2.88914, 4.83775, -1.17657], [2.59447, 6.03546, -0.48806], [3.23267, 7.24358, -0.81326], [4.19487, 7.28658, -1.82853], [4.51920, 6.10570, -2.50474], [3.87466, 4.89781, -2.18538], [0.65616, 3.63174, 0.54353], [-0.67081, 3.94018, 0.22020], [-1.60640, 4.14834, 1.24357], [-1.22015, 4.04315, 2.58458], [0.10024, 3.71620, 2.90890], [1.04442, 3.52862, 1.89157], [2.61915, 1.61838, -0.13031], [3.86487, 1.39791, -1.00202], [4.11872, -0.12150, -0.98532], [2.90820, -0.75424, -0.25881], [1.93574, 0.31785, -0.10845], [0.37520, 1.45934, -2.33395], [-0.31498, 0.94597, -3.43212], [-0.90359, 1.29029, -5.47985], [0.28341, 3.48590, -5.62905], [1.44521, 4.42415, -3.64107], [1.82649, 6.03359, 0.29361], [2.97052, 8.15748, -0.27537], [4.69456, 8.22478, -2.07776], [5.26962, 6.12423, -3.29762], [4.12655, 3.99722, -2.75548], [-0.97281, 4.01901, -0.83045], [-2.63729, 4.39059, 0.98281], [-1.94915, 4.20657, 3.37564], [0.41092, 3.60766, 3.94930], [2.08314, 3.29295, 2.14931], [2.94224, 1.92156, 0.88970], [3.64098, 1.72325, -2.03591], [4.72590, 1.97124, -0.63015], [4.23058, -0.49648, -2.00764], [5.04813, -0.32925, -0.43864], [2.48170, -1.62959, -0.78290], [3.30848, -1.12116, 0.71514], [1.13208, 0.13808, 0.48781], [0.44251, 0.84850, -1.42859], [-0.79232, -0.03092, -3.34126], [0.26973, -5.16710, 3.49647], [-0.34077, -5.89544, 2.31030], [0.59754, -7.04382, 1.92324], [-1.71400, -6.46908, 2.66686], [-0.52887, -4.93096, 1.13209], [-0.13434, -5.27267, -0.11110], [-0.59301, -4.36383, -1.06364], [-1.39551, -3.42618, -0.40294], [-2.20461, -2.58715, -1.16423], [-2.01934, -2.56586, -2.55644], [-1.04627, -3.36946, -3.17059], [-0.34708, -4.33154, -2.42368], [-1.25968, -3.68678, 1.03171], [-1.69537, -2.84329, 2.03978], [-2.69107, -1.79985, 1.89409], [-2.41177, -0.52881, 1.35458], [-3.38733, 0.46047, 1.33070], [-4.69308, 0.17976, 1.75509], [-5.75786, 1.23091, 1.67048], [-4.98019, -1.08146, 2.29116], [-3.98689, -2.03929, 2.40516], [-0.37025, -4.36536, 3.85996], [0.42167, -5.88587, 4.31118], [1.24308, -4.74650, 3.21873], [0.18378, -7.68591, 1.13779], [1.58462, -6.67297, 1.62437], [0.74842, -7.68030, 2.80231], [-2.10998, -7.04690, 1.82298], [-1.65197, -7.14288, 3.53155], [-2.43302, -5.67613, 2.90419], [0.42997, -6.07846, -0.35978], [-2.97479, -1.99645, -0.67395], [-2.63049, -1.89359, -3.15368], [-0.87560, -3.27500, -4.24003], [0.35237, -5.04424, -2.85704], [-1.47336, -3.15460, 3.05677], [-1.40684, -0.34516, 0.98012], [-3.13706, 1.45916, 0.97003], [-6.68564, 0.86392, 2.12510], [-5.45300, 2.15305, 2.17781], [-5.95045, 1.47677, 0.62175], [-5.99203, -1.29842, 2.62919], [-4.19177, -3.00240, 2.87040]]}

***

# 3
{"formula": "C3H5NO2", "method": "ωB97M-V/def2-TZVPD", "total_energy_ev": -8772.384, "orbital_gap_ev": 10.74, "relative_energy_ev": 5.310, "multiplicity": 1, "lumo_ev": 1.0, "homo_ha": -0.358, "smiles": "ON=C1COC1", "elements": ["O", "N", "C", "C", "O", "C", "H", "H", "H", "H", "H"], "coordinates": [[0.63779, 1.79172, 1.56818], [-0.43964, 1.00812, 1.07343], [-0.17795, 0.14531, 0.18967], [-0.99916, -0.84740, -0.58382], [0.19772, -1.26980, -1.28194], [1.03686, -0.33209, -0.55892], [-0.36985, 2.01484, 2.02660], [-1.75179, -0.42214, -1.26355], [-1.45005, -1.66104, 0.00292], [1.80415, -0.83429, 0.04743], [1.51192, 0.40677, -1.22000]]}